1.
{"formula": "C11H24O6", "method": "ωB97M-V/def2-TZVPD", "e_lumo_ev": 0.72, "gap_ha": 0.3856, "e_homo_ha": -0.3590, "smiles": "O=C1CC[C@@H](COO)O1.CC(C)O.CC(C)O", "relative_energy_kcal_mol": 0.0, "elements": ["H", "O", "H", "H", "C", "H", "C", "H", "O", "H", "H", "H", "H", "H", "O", "H", "H", "H", "H", "H", "C", "C", "C", "C", "H", "H", "H", "O", "O", "O", "H", "H", "H", "C", "H", "C", "C", "C", "C", "H", "H"], "xyz": [[-0.949, 4.661, 1.458], [-2.929, 1.209, -1.795], [-1.536, -2.172, 2.071], [-0.446, 5.275, -0.911], [-2.497, 0.129, -1.485], [-0.023, -0.444, -0.765], [-2.820, 4.696, 0.407], [3.452, -3.194, 2.160], [-2.736, -0.386, -0.249], [-1.987, 2.265, 0.429], [-1.844, -0.435, 1.967], [3.947, -4.471, -1.359], [-0.997, 3.677, -1.429], [0.437, 3.826, -0.405], [-1.516, 2.776, 1.103], [5.068, -3.382, -0.533], [-3.326, 4.139, -0.386], [4.389, -4.766, 0.332], [-0.093, -2.154, -1.235], [-3.420, 4.620, 1.314], [-1.298, -1.268, 1.500], [4.169, -3.992, -0.405], [-1.430, 4.127, 0.637], [3.006, -3.122, 0.044], [-2.769, 5.744, 0.110], [2.108, -3.739, 0.127], [-0.317, 0.790, 1.368], [0.089, -1.103, 1.666], [0.499, 0.257, 1.394], [2.673, -2.161, -0.961], [2.420, -1.837, 1.669], [-2.267, -2.397, -0.073], [3.425, -1.567, -1.061], [-0.555, 4.234, -0.602], [-2.218, -1.676, -2.502], [-0.693, -1.263, -1.044], [-1.764, -1.428, 0.044], [-1.584, -0.822, -2.216], [3.271, -2.451, 1.382], [4.150, -1.803, 1.320], [-1.089, -0.393, -3.085]], "forces_ev_per_angstrom": [[-0.01, 0.00, 0.02], [0.11, -0.56, -0.03], [0.15, 0.14, -0.08], [-0.02, 0.00, 0.01], [-0.11, 0.71, -0.05], [0.07, -0.23, -0.06], [-0.03, -0.07, 0.02], [0.01, 0.00, 0.00], [0.30, 0.05, 0.10], [-0.15, 0.12, -0.02], [0.04, -0.09, -0.05], [-0.01, 0.00, 0.01], [-0.07, -0.03, -0.07], [-0.01, 0.01, 0.01], [0.05, -0.38, -0.18], [0.01, -0.01, 0.03], [0.01, 0.01, -0.02], [0.00, 0.01, 0.01], [-0.15, 0.12, 0.12], [0.02, 0.00, 0.00], [-0.20, -0.01, -0.04], [-0.02, 0.03, -0.08], [0.03, 0.13, 0.03], [0.03, -0.04, 0.06], [0.01, 0.00, 0.00], [-0.01, -0.01, 0.01], [0.06, 0.08, 0.25], [0.02, 0.21, 0.12], [-0.13, -0.14, -0.20], [0.01, -0.03, -0.02], [-0.01, -0.02, 0.02], [-0.04, 0.19, 0.00], [-0.03, 0.02, 0.01], [0.06, -0.11, 0.09], [0.19, 0.17, -0.25], [-0.11, 0.15, -0.07], [0.15, -0.20, -0.09], [-0.11, -0.30, 0.29], [-0.06, 0.10, -0.06], [0.04, -0.05, -0.02], [-0.10, 0.02, 0.18]], "nbo_charge": [0.172, -0.577, 0.211, 0.211, 0.796, 0.239, -0.634, 0.208, -0.513, 0.471, 0.197, 0.215, 0.210, 0.215, -0.748, 0.197, 0.212, 0.211, 0.246, 0.217, -0.114, -0.629, 0.101, 0.098, 0.210, 0.166, 0.469, -0.274, -0.447, -0.725, 0.239, 0.182, 0.460, -0.635, 0.227, -0.426, 0.059, -0.520, -0.638, 0.195, 0.245]}

***

2.
{"formula": "C16H45CrN9O3P2", "method": "ωB97M-V/def2-TZVPD", "multiplicity": 5, "e_lumo_ev": [-4.52, -4.71], "total_charge": 2, "gap_ha": [0.2929, 0.3476], "e_homo_ha": [-0.4591, -0.5206], "relative_energy_kcal_mol": 22.9, "elements": ["H", "H", "H", "N", "H", "Cr", "H", "H", "H", "H", "H", "H", "C", "C", "H", "N", "H", "H", "H", "C", "P", "H", "H", "H", "H", "H", "H", "H", "O", "H", "O", "C", "C", "H", "N", "C", "N", "C", "H", "H", "H", "C", "C", "C", "H", "N", "N", "H", "N", "H", "N", "H", "H", "H", "H", "C", "H", "H", "H", "H", "H", "C", "H", "C", "H", "H", "H", "N", "H", "H", "P", "C", "C", "O", "H", "C"], "xyz": [[1.941, 3.749, 2.934], [0.834, -0.153, 5.408], [2.994, -0.549, 3.590], [-0.093, 1.471, 4.400], [4.990, -0.697, 0.427], [-0.452, 0.187, -0.138], [1.294, 2.442, 5.690], [-1.127, 4.538, 1.335], [-0.195, -2.517, -3.839], [4.658, -0.658, 2.972], [3.948, -2.130, 0.429], [-0.516, -0.597, 4.332], [-0.149, 0.145, 5.035], [-1.284, 3.605, 1.870], [-0.164, -1.899, 1.952], [0.050, 3.097, 2.247], [5.680, 2.093, 1.284], [-2.759, -0.442, -2.259], [4.733, 3.288, 2.187], [-0.164, -3.287, 0.424], [0.218, 1.563, 2.818], [4.665, 1.588, 2.643], [1.245, 4.703, 1.615], [0.624, 4.880, 3.263], [3.465, 4.101, 0.271], [-2.263, -3.280, -1.258], [3.566, -2.037, 2.835], [-1.190, 4.377, -0.719], [1.804, 1.292, 2.615], [4.364, 3.044, -0.829], [-0.555, 0.528, 2.058], [0.099, -1.849, -3.019], [-2.838, -1.246, -1.530], [-0.840, 0.192, 5.875], [3.603, 2.091, 0.880], [3.496, 3.103, -0.172], [-2.423, -0.683, -0.223], [-1.978, -2.444, -1.900], [1.216, -3.161, -1.195], [-0.068, 1.437, -2.542], [1.181, -1.956, -2.897], [-0.204, -0.416, -3.404], [4.734, 2.269, 1.797], [0.266, 2.545, 5.334], [-3.054, 0.083, -0.002], [-0.538, -2.207, -1.758], [-1.930, 2.623, 1.013], [0.389, -4.100, 0.901], [3.147, -0.503, 1.479], [-1.912, 3.807, 2.739], [0.156, 0.482, -2.284], [0.139, 3.522, 4.878], [-1.260, -0.281, -3.630], [-0.107, -4.283, -1.482], [-0.895, 3.232, -2.011], [1.018, 4.166, 2.538], [-3.884, -1.557, -1.506], [-2.543, -1.382, 0.506], [0.349, -0.157, -4.308], [-0.404, 2.492, 6.191], [2.599, 2.944, -0.762], [3.955, -1.042, 0.372], [-1.222, -3.490, 0.605], [-0.816, 3.373, -0.934], [-2.228, -2.754, -2.922], [3.536, -0.747, -0.589], [1.167, 0.474, -2.168], [0.158, -1.971, 0.993], [-2.414, 1.906, 1.537], [0.250, 3.349, -0.675], [2.491, 0.965, 1.187], [-1.563, 2.286, -0.205], [0.139, -3.299, -1.062], [1.475, 0.954, 0.078], [1.166, -1.844, 1.036], [3.620, -0.950, 2.799]], "forces_ev_per_angstrom": [[0.00, -0.01, 0.00], [-0.01, -0.01, 0.01], [0.00, 0.04, -0.01], [0.02, -0.06, 0.26], [0.01, -0.01, 0.00], [0.10, -0.75, -0.02], [0.00, 0.01, 0.00], [-0.02, 0.03, 0.00], [0.01, -0.01, -0.01], [0.00, -0.01, 0.01], [0.00, -0.01, 0.00], [0.01, 0.02, -0.03], [-0.01, 0.07, 0.01], [0.12, -0.08, -0.04], [-0.04, 0.00, 0.00], [-0.08, 0.24, 0.20], [0.00, 0.01, -0.02], [0.02, 0.00, 0.00], [0.01, 0.00, 0.01], [-0.01, 0.01, 0.06], [-0.20, -0.26, -0.28], [-0.02, -0.02, 0.00], [0.00, 0.01, 0.00], [-0.01, 0.00, 0.01], [-0.01, 0.01, -0.01], [0.01, 0.00, 0.00], [-0.01, -0.01, -0.01], [0.02, 0.00, 0.00], [0.02, 0.03, -0.06], [0.01, 0.01, 0.00], [0.09, 0.35, 0.14], [0.02, -0.03, 0.04], [-0.01, 0.07, 0.09], [0.00, 0.00, 0.00], [0.15, 0.17, -0.05], [0.03, 0.00, 0.07], [-0.01, 0.06, -0.09], [0.05, -0.03, 0.00], [-0.01, -0.01, 0.00], [-0.04, 0.01, -0.01], [0.00, 0.01, 0.01], [0.03, 0.10, 0.05], [-0.01, 0.01, -0.05], [-0.01, -0.03, 0.00], [-0.03, 0.00, 0.01], [-0.08, -0.05, -0.05], [-0.07, -0.15, 0.06], [-0.01, -0.02, 0.01], [0.21, -0.06, 0.09], [-0.03, -0.05, 0.01], [-0.07, 0.02, -0.10], [-0.01, -0.02, -0.03], [-0.01, 0.00, 0.00], [0.00, -0.01, 0.01], [0.00, -0.01, 0.00], [0.03, -0.06, -0.14], [-0.02, -0.01, -0.02], [0.00, -0.02, 0.00], [0.00, -0.02, -0.03], [0.00, -0.01, 0.01], [0.00, -0.04, 0.01], [-0.02, -0.01, 0.04], [-0.01, 0.02, -0.01], [-0.04, -0.02, 0.03], [0.00, 0.00, 0.00], [-0.02, 0.03, 0.01], [0.02, -0.01, -0.01], [0.18, 0.12, -0.03], [-0.02, 0.05, 0.04], [-0.03, -0.06, 0.04], [-0.34, -0.04, -0.16], [0.05, 0.58, -0.19], [0.04, 0.06, -0.05], [0.09, -0.06, 0.21], [0.01, -0.04, 0.03], [-0.07, -0.05, -0.07]], "lowdin_spin": [0.000, 0.000, 0.000, 0.001, 0.000, 3.697, 0.000, 0.000, 0.000, 0.000, 0.000, 0.000, 0.000, 0.007, 0.001, 0.003, 0.000, 0.001, 0.000, 0.003, 0.004, 0.000, 0.000, 0.000, 0.000, 0.000, 0.000, -0.002, 0.001, 0.000, 0.022, 0.001, 0.005, 0.000, 0.000, 0.000, 0.002, 0.001, 0.000, 0.002, 0.000, 0.003, 0.000, 0.000, 0.004, 0.023, 0.038, 0.001, 0.001, 0.000, 0.009, 0.000, 0.000, 0.000, 0.003, 0.001, 0.000, 0.002, 0.000, 0.000, 0.000, 0.000, 0.000, 0.012, 0.000, 0.000, 0.003, 0.026, 0.001, 0.004, 0.004, 0.087, 0.001, 0.027, 0.001, 0.000]}

***

3.
{"formula": "C5H8N2", "method": "ωB97M-V/def2-TZVPD", "e_lumo_ev": 0.15, "gap_ha": 0.2849, "e_homo_ha": -0.2794, "relative_energy_kcal_mol": 132.5, "elements": ["H", "C", "H", "C", "H", "H", "H", "H", "H", "N", "C", "C", "H", "N", "C"], "xyz": [[-0.620, -0.713, -1.632], [0.483, -0.940, 0.138], [-0.699, 3.879, 0.881], [1.066, -0.922, 1.417], [1.830, -2.739, 0.333], [-1.824, 1.137, -0.785], [1.114, -2.425, -1.241], [-2.018, 3.128, 0.089], [2.148, -0.716, 1.326], [-0.866, 1.021, -0.446], [-0.332, -0.272, -0.681], [0.913, -2.399, -0.171], [0.114, -3.090, 0.102], [-1.052, 3.062, 0.410], [-0.255, 1.988, 0.258]], "forces_ev_per_angstrom": [[-0.02, 0.01, 0.21], [-0.06, 0.03, 0.10], [0.01, -0.21, -0.03], [-0.10, 0.23, -0.28], [-0.18, 0.21, 0.02], [0.24, 0.04, 0.02], [0.02, -0.10, 0.02], [0.21, -0.10, -0.01], [-0.17, 0.15, -0.01], [0.20, 0.05, 0.23], [0.10, -0.26, 0.06], [-0.02, -0.20, -0.17], [0.12, 0.12, -0.09], [0.13, 0.05, 0.10], [-0.49, -0.04, -0.17]], "nbo_charge": [0.194, -0.180, 0.395, -0.001, 0.240, 0.356, 0.242, 0.350, 0.139, -0.621, -0.091, -0.614, 0.234, -0.821, 0.179]}

***

4.
{"formula": "CH6NPS", "method": "ωB97M-V/def2-TZVPD", "e_lumo_ev": [-0.12, -0.18], "gap_ha": [0.2670, 0.3016], "e_homo_ha": [-0.2715, -0.3082], "relative_energy_kcal_mol": 77.0, "elements": ["H", "H", "H", "P", "N", "C", "H", "H", "H", "S"], "xyz": [[-1.933, -0.206, 1.800], [-1.963, 1.354, 2.331], [-1.365, 0.812, -1.690], [-0.431, 1.098, 0.564], [-1.742, 0.768, 1.527], [1.707, -0.800, -0.244], [1.982, 0.191, -0.268], [1.305, -1.135, -1.076], [2.584, -1.391, 0.050], [0.328, -0.782, 0.967]], "forces_ev_per_angstrom": [[0.06, 0.67, -0.50], [0.13, 0.21, -0.63], [0.79, 0.16, 1.76], [-0.57, -0.27, -1.63], [-1.18, -0.44, 1.48], [0.93, -0.52, 4.32], [0.93, 2.21, -0.61], [-1.55, -1.43, -4.28], [-0.55, 0.01, 0.24], [1.00, -0.58, -0.15]], "nbo_charge": [0.394, 0.402, -0.232, 0.776, -1.190, -0.684, 0.214, 0.212, 0.230, -0.121]}